Record 1
Density functional theory data (the ωB97M-V functional and the def2-TZVPD basis) for a cluster of 3 separate species, C4H15NO3 in total at a distorted geometry.

Properties
* expectation value of S²: 0.75
* HOMO (alpha / beta): -13.61 / -13.61 eV
* spin multiplicity: 2
* energy relative to the best compared isomer or geometry (same formula, charge and spin): 46.1 kcal per mole
* gap between HOMO and LUMO (alpha / beta): 10.36 / 5.29 eV
* charge: +1

Structure (XYZ):
```
23
C4H15NO3 | the Open Molecules 2025 dataset | the ωB97M-V functional and the def2-TZVPD basis
C -1.2504 -0.3344 -0.4499
N -0.6189 0.9348 -0.0019
C -1.2645 1.7337 0.9707
O -2.5064 1.2363 1.3781
C -0.7672 -0.7401 -1.8835
C 0.5565 -1.4938 -1.8931
H -2.3368 -0.1271 -0.6473
H -0.9795 -1.1419 0.2429
H 0.4042 0.7601 0.1168
H -0.8602 1.9003 1.9610
H -1.5348 2.7474 0.4654
H -3.1418 1.0545 0.6784
H -1.4884 -1.2924 -2.4718
H -0.6480 0.1621 -2.4897
H 0.4456 -2.5449 -1.6403
H 1.2974 -1.1875 -1.1257
H 1.1148 -1.3984 -2.8189
H 3.3654 -2.5366 4.8066
H 2.6460 -1.7792 5.9518
O 2.5471 -2.0961 5.0406
H 1.8010 2.1985 -2.8653
H 1.2680 2.0748 -1.3482
O 1.9509 1.8698 -1.9769
```

---

Record 2
Density functional theory data (the ωB97M-V functional and the def2-TZVPD basis) for a structure of composition C15H24AsN3O5STeTi at a distorted geometry.

Properties
* HOMO: -6.70 eV
* spin multiplicity: 1
* energy relative to the best compared isomer or geometry (same formula, charge and spin): 37.9 kcal per mole
* gap between HOMO and LUMO: 5.89 eV
* charge: 0

Structure (XYZ):
```
51
C15H24AsN3O5STeTi | the Open Molecules 2025 dataset | the ωB97M-V functional and the def2-TZVPD basis
Ti -0.0001 0.5312 -0.5367
O -1.5174 4.0356 -1.5684
C -1.0538 3.0715 -1.0015
O -0.5659 2.0106 -1.5441
C -1.0587 2.9406 0.5220
C -1.6734 3.7431 1.4642
C -1.6698 3.3026 2.7922
C -1.1311 2.0700 3.1262
C -0.5559 1.3040 2.1094
N -0.4992 1.7869 0.8684
C -0.2124 -0.1628 2.1049
O -0.3213 -0.8739 3.0858
O -0.0042 -0.5856 0.8806
H -2.1581 4.6576 1.1611
H -2.1521 3.9039 3.5488
H -1.1713 1.6707 4.1286
C 3.8750 -0.4361 1.6869
As 2.3269 0.5799 2.3790
C 3.2546 2.2672 2.8316
C 2.4295 -0.2594 4.1696
S 2.1167 1.3862 -0.5267
H 4.6604 -0.4523 2.4442
H 4.2539 0.0140 0.7705
H 3.5666 -1.4617 1.4734
H 4.1715 2.0796 3.3902
H 2.6016 2.9037 3.4336
H 3.4997 2.7965 1.9110
H 3.4530 -0.2301 4.5453
H 2.1140 -1.2986 4.0751
H 1.7662 0.2257 4.8847
Te 2.0932 -0.7512 -1.6949
C -0.9489 0.1905 -4.0133
N -1.2341 -1.1700 -3.5979
C -0.9183 -2.1584 -4.6050
C -1.4368 -1.4423 -2.2986
O -1.3327 -0.5381 -1.4289
N -1.7688 -2.7006 -1.9128
C -1.5933 -3.0476 -0.5144
C -2.6856 -3.5544 -2.6391
H -1.4147 0.3569 -4.9832
H 0.1354 0.3435 -4.0974
H -1.3592 0.9046 -3.2990
H -0.0364 -1.8126 -5.1440
H -1.7432 -2.2608 -5.3138
H -0.6927 -3.1201 -4.1555
H -0.7814 -2.4576 -0.0866
H -1.3250 -4.1003 -0.4501
H -2.5003 -2.8703 0.0702
H -3.0691 -3.0535 -3.5239
H -3.5312 -3.7867 -1.9866
H -2.2026 -4.4897 -2.9327
```

---

Record 3
Density functional theory data (the ωB97M-V functional and the def2-TZVPD basis) for a cluster of 2 separate species, C5H14N3 in total at a distorted geometry.

Properties
* expectation value of S²: 0.75
* HOMO (alpha / beta): -2.91 / -8.19 eV
* spin multiplicity: 2
* energy relative to the best compared isomer or geometry (same formula, charge and spin): 61.7 kcal per mole
* gap between HOMO and LUMO (alpha / beta): 3.22 / 8.47 eV
* charge: 0

Structure (XYZ):
```
22
C5H14N3 | the Open Molecules 2025 dataset | the ωB97M-V functional and the def2-TZVPD basis
C 0.7022 2.1377 -1.0416
C -0.6914 1.7294 -0.6566
C -2.1536 0.5464 -2.0885
N -1.1485 0.4467 -1.3017
H 1.0767 3.0143 -0.4933
H 1.4716 1.3636 -0.8197
H 0.6986 2.3685 -2.1354
H -1.3783 2.5216 -0.7589
H -0.7616 1.5698 0.4147
H -2.7516 1.4968 -2.1826
H -2.3957 -0.3383 -2.6228
C 0.6759 -1.0540 0.8946
C 0.6005 -1.8277 2.0166
N 0.7679 -1.5496 3.4038
N 0.4862 -1.5401 -0.4963
H 0.8971 0.0215 0.8927
H 0.3971 -2.9168 1.8015
H 1.1244 -2.3370 3.9535
H 1.2408 -0.6531 3.6424
H 1.3898 -1.8161 -0.9793
H -0.1374 -0.7817 -1.0608
H -0.1108 -2.4017 -0.3821
```

---

Record 4
Density functional theory data (the ωB97M-V functional and the def2-TZVPD basis) for an isolated molecule of C12H11FN2O3 at a distorted geometry.

Properties
* HOMO: -9.79 eV
* spin multiplicity: 1
* energy relative to the best compared isomer or geometry (same formula, charge and spin): 32.3 kcal per mole
* gap between HOMO and LUMO: 9.06 eV
* charge: 0

Structure (XYZ):
```
29
C12H11FN2O3 | the Open Molecules 2025 dataset | the ωB97M-V functional and the def2-TZVPD basis
C 3.6986 0.0378 -0.0694
C 2.2619 -0.6134 -0.0342
N 1.3233 0.0252 -1.0392
C 0.0067 0.0079 -0.4273
C -0.7042 1.2367 -0.0329
C 0.0519 2.5904 -0.3313
C -1.0707 3.6930 -0.4868
O -1.6338 3.8062 -1.5214
F -1.3914 4.5655 0.5377
C -2.0360 1.2184 0.6018
C -2.7320 -0.0547 0.8308
C -2.0279 -1.2582 0.4448
C -0.6829 -1.2500 -0.1548
C -0.2871 -2.7256 -0.4112
O 0.5378 -3.2051 -1.1328
N -1.1961 -3.5437 0.4019
C -2.4028 -2.7673 0.5582
O -3.5410 -3.1091 0.7140
H 4.3416 -0.4156 -0.8727
H 3.6563 1.1559 -0.1363
H 4.2145 -0.1942 0.9042
H 1.8100 -0.4423 0.9785
H 2.3425 -1.7180 -0.2085
H 1.2568 -0.6706 -1.7950
H 0.7664 2.8553 0.4903
H 0.5413 2.5468 -1.3384
H -2.5568 2.1512 0.9264
H -3.7419 -0.1517 1.2790
H -0.8049 -3.7709 1.3245
```

---

Record 5
Density functional theory data (the ωB97M-V functional and the def2-TZVPD basis) for a structure of composition C38H43N3P2ReSSi2 at a distorted geometry.

Properties
* expectation value of S²: 0.76
* HOMO (alpha / beta): -13.22 / -13.32 eV
* spin multiplicity: 2
* gap between HOMO and LUMO (alpha / beta): 7.04 / 7.12 eV
* charge: +2

Structure (XYZ):
```
90
C38H43N3P2ReSSi2 | the Open Molecules 2025 dataset | the ωB97M-V functional and the def2-TZVPD basis
Re 0.8303 -0.1383 -0.9688
C 3.4269 2.2225 1.2808
Si 1.7334 2.6284 0.6459
C 1.6982 3.3312 -1.0845
C 0.8589 3.7629 1.8038
N 0.8242 1.0668 0.5173
P 0.0915 0.0372 1.6232
C -0.1482 -1.2357 0.4539
P -1.5648 -1.1983 -0.5555
N -1.0667 0.0506 -1.5485
Si -1.5165 0.5986 -3.2103
C 0.0117 0.3579 -4.2543
C -2.9227 -0.4161 -3.8305
C -1.9276 2.3892 -3.0639
C -3.1572 -1.0037 0.2020
C -4.0048 0.0387 -0.1614
C -5.2660 0.1284 0.4101
C -5.6681 -0.8137 1.3455
C -4.8156 -1.8465 1.7227
C -3.5578 -1.9466 1.1524
C -1.6539 -2.6840 -1.5665
C -0.5045 -3.1378 -2.2169
C -0.5620 -4.1979 -3.1021
C -1.7828 -4.8204 -3.3517
C -2.9302 -4.3796 -2.7139
C -2.8685 -3.3125 -1.8249
C 1.2519 -0.4159 2.9029
C 1.9670 -1.6092 2.8083
C 2.9756 -1.8859 3.7205
C 3.2732 -0.9717 4.7228
C 2.5459 0.2075 4.8367
C 1.5344 0.4860 3.9323
C -1.3092 0.7723 2.4228
C -1.7944 0.2202 3.6114
C -2.8999 0.7885 4.2236
C -3.5074 1.9051 3.6612
C -3.0351 2.4458 2.4725
C -1.9402 1.8739 1.8457
H 4.1947 2.7678 0.7277
H 3.5164 2.5029 2.3330
H 3.6468 1.1553 1.2054
H 2.6849 3.6595 -1.4156
H 1.3175 2.6141 -1.8222
H 1.0373 4.2003 -1.1260
H 1.4469 4.6817 1.8974
H -0.1322 4.0410 1.4423
H 0.7529 3.3447 2.8071
H 0.0229 -0.6366 -4.7074
H 0.0754 1.0927 -5.0607
H 0.9467 0.4645 -3.6872
H -2.6006 -1.4195 -4.1172
H -3.7238 -0.5114 -3.0928
H -3.3509 0.0658 -4.7144
H -1.1412 2.9312 -2.5317
H -2.0452 2.8500 -4.0478
H -2.8666 2.5359 -2.5232
H -3.6830 0.7793 -0.8845
H -5.9338 0.9307 0.1256
H -6.6542 -0.7449 1.7860
H -5.1368 -2.5756 2.4544
H -2.8948 -2.7560 1.4386
H 0.4608 -2.6688 -2.0284
H 0.3361 -4.5469 -3.5948
H -1.8333 -5.6482 -4.0467
H -3.8792 -4.8599 -2.9113
H -3.7734 -2.9705 -1.3405
H 1.6945 -2.3283 2.0468
H 3.5181 -2.8208 3.6629
H 4.0635 -1.1854 5.4306
H 2.7617 0.9035 5.6363
H 0.9548 1.3955 4.0396
H -1.3101 -0.6386 4.0601
H -3.2809 0.3694 5.1451
H -4.3555 2.3600 4.1566
H -3.5201 3.3101 2.0378
H -1.5752 2.2778 0.9076
S 4.5817 -2.6076 -0.2478
C 2.9753 -2.1728 -0.4593
N 2.7668 -0.9702 -0.9642
C 3.9836 -0.3324 -1.2717
C 4.1345 0.8877 -1.9232
C 5.4134 1.3489 -2.1397
C 6.5327 0.6104 -1.7203
C 6.3897 -0.6158 -1.1105
C 5.0914 -1.0848 -0.9044
H 2.1581 -2.8230 -0.1783
H 3.2742 1.4473 -2.2661
H 5.5615 2.2906 -2.6510
H 7.5251 1.0010 -1.8991
H 7.2516 -1.1998 -0.8178
```

---

Record 6
Density functional theory data (the ωB97M-V functional and the def2-TZVPD basis) for a cluster of 9 separate species, C10H38N8O9 in total at a distorted geometry.

Properties
* HOMO: -7.61 eV
* spin multiplicity: 1
* energy relative to the best compared isomer or geometry (same formula, charge and spin): 124.5 kcal per mole
* gap between HOMO and LUMO: 7.32 eV
* charge: 0

Structure (XYZ):
```
65
C10H38N8O9 | the Open Molecules 2025 dataset | the ωB97M-V functional and the def2-TZVPD basis
N -20.2990 14.9340 15.5340
C -21.0700 14.3480 14.6870
N -21.3380 15.1090 13.7050
O -21.8460 13.1700 14.9290
H -20.1680 14.3450 16.3950
H -19.7630 15.7980 15.4890
H -22.0470 14.8100 13.0250
H -20.8510 15.9430 13.5400
N -19.6660 15.2830 19.8410
C -20.7680 15.8060 19.3900
N -20.5600 16.8610 18.6840
O -21.9550 15.0770 19.3140
H -19.7560 14.4630 20.4260
H -18.7850 15.7760 19.9650
H -21.4200 17.2120 18.1920
H -19.6620 17.3270 18.6120
N -23.2590 14.7870 11.6230
C -24.1210 14.1030 12.3300
N -23.8120 12.8690 12.4850
O -25.2980 14.6490 12.8040
H -23.5230 15.8360 11.5940
H -22.3660 14.4160 11.2360
H -24.3110 12.4800 13.3030
H -22.8650 12.4240 12.3330
N -22.3760 13.0950 17.5920
C -22.4520 11.9110 18.1120
N -22.5820 11.8760 19.3650
O -22.2640 10.8230 17.2540
H -22.3800 13.1630 16.5920
H -22.4680 13.9630 18.1920
H -22.4860 10.9700 19.8750
H -22.5850 12.7180 19.9070
C -20.2980 19.6270 17.3240
C -19.5200 20.1500 16.1380
O -18.5550 21.1440 16.4490
H -20.9350 20.4310 17.6940
H -19.6620 19.2990 18.1500
H -20.9870 18.8180 17.0790
H -20.3320 20.4770 15.4020
H -19.1240 19.2820 15.6610
H -17.9940 20.7900 17.1510
C -25.1380 12.8770 15.6600
O -25.2860 11.9380 14.5570
H -24.8430 12.3960 16.5550
H -26.0930 13.4020 15.8310
H -24.3420 13.5590 15.3090
H -25.1070 11.0520 14.9110
C -20.6640 18.1140 13.5570
O -19.6660 17.2790 14.0980
H -21.5200 18.4080 14.1980
H -20.9420 17.8130 12.5820
H -20.1270 19.0500 13.4200
H -18.9370 17.3600 13.4770
C -23.5620 16.4120 15.7560
O -22.3750 16.6660 16.3490
H -23.5800 16.0210 14.7790
H -24.1430 17.3380 15.7290
H -24.1070 15.6680 16.3440
H -21.7720 15.9750 16.0600
C -23.9650 18.4900 12.3880
O -23.6830 17.3640 11.5960
H -23.5570 19.4800 12.0360
H -23.5980 18.2770 13.3960
H -25.0460 18.6270 12.4740
H -24.0790 17.5020 10.7320
```